This record from the OMol25 dataset describes a cluster of 13 separate species, C43H104N2O26PS5 in total in a non-equilibrium geometry. The level of theory is ωB97M-V/def2-TZVPD.

Properties
HOMO = -4.131 eV
DFT total energy = -6098.866024 Eh
Total charge = -1
Orbital gap = 6.074 eV
Multiplicity = 1
LUMO = 0.0714 Eh

```
181
Properties=species:S:1:pos:R:3:mulliken_charge:R:1
C 11.2209 23.2865 9.2955 -0.2699
C 15.4222 28.7792 3.1144 -0.7172
O 10.8076 30.2895 1.0453 -0.4288
H 14.9428 26.1130 2.7055 0.2347
H 4.6247 24.8951 6.5708 -0.3094
H 11.7839 26.4449 -2.1983 0.4318
O 8.6211 18.5589 4.8092 -0.2306
H 6.9827 24.9011 5.5541 -0.2641
C 12.1359 22.5896 3.7916 1.5787
H 10.2853 27.2361 2.4322 0.8364
H 8.2848 25.3893 -0.0543 0.4877
H 5.8926 23.7926 0.8330 0.4431
C 7.8596 17.3912 5.1603 0.1439
H 11.8177 21.7054 1.9156 0.4254
O 8.8733 25.2716 7.8116 -0.6019
H 16.4804 26.5893 0.8307 0.3807
H 11.0427 26.6573 7.5794 0.8551
O 3.8129 19.0999 1.5572 -0.7000
H 6.7960 17.4724 4.9410 0.1879
H 14.0314 23.4003 4.5391 0.2294
O 11.7705 28.1319 6.3313 -0.5943
C 5.9502 22.1984 2.2171 1.6132
O 6.1928 19.2822 2.3406 -0.5663
O 6.2881 27.2554 4.6097 -0.5081
H 9.0892 28.6716 5.5062 -0.1307
O 8.6207 21.0353 4.5735 -0.8525
C 9.2572 19.9917 6.9330 -0.7262
H 1.2911 21.5174 6.5689 0.0839
C 11.3973 26.7843 6.5567 -0.0972
O 7.9035 24.4073 9.9654 -1.0025
C 9.8409 26.5731 -1.0888 -0.7538
C 11.6543 22.6888 2.3785 -0.5403
H 8.9790 23.4168 3.7664 -0.1111
H 12.5291 28.3092 4.4331 -0.6046
H 10.2497 30.2338 3.9324 -0.0372
C 12.9094 28.1480 5.4478 0.3451
H 5.3793 22.8497 2.8816 -0.5395
H 8.5118 28.4840 3.8211 0.0418
H 8.8235 26.2926 4.9696 -1.1175
H 15.1539 29.8227 2.9250 0.3539
H 11.0572 24.1891 8.7058 -0.1785
H 11.7981 23.4449 4.3811 -1.7261
C 15.8262 27.3996 1.1528 -0.7192
H 6.7015 21.6789 2.8177 -0.2210
H 14.1874 21.8893 3.5246 0.2801
H 11.8606 26.2299 -0.4421 -0.5403
C 6.5900 22.9923 1.0949 -1.3011
H 8.2762 15.2721 4.9674 0.4077
H -1.0162 24.0580 3.8124 0.3907
H 15.6599 24.6404 8.2509 0.2495
C 9.2778 30.4389 4.3951 -1.1125
H -0.4985 23.4583 5.4364 0.2958
O 4.4635 22.6456 5.1561 -0.1385
H 9.0435 23.0410 6.4242 -0.8748
H 3.4897 22.1406 9.4547 0.4042
H 10.7618 27.6860 4.0831 -0.8570
O 2.0584 23.2529 4.7692 -0.0640
C 7.2588 24.0791 4.8905 -0.9747
H 3.1307 20.4917 9.3514 0.5157
O 13.7918 23.6252 2.4978 -0.5289
H 16.8465 29.3013 1.6496 0.3103
H 4.0655 19.0774 4.2764 0.4903
H 5.4014 19.9644 8.4146 0.3580
H 5.1196 20.5796 4.4667 -0.3188
C 16.5330 28.3680 2.1154 -0.5847
H 12.5438 32.8361 0.1121 0.4185
C 13.0702 30.7962 0.6955 -0.3161
H 11.8881 26.8272 3.0814 -0.5332
H 15.6489 28.7133 4.1812 0.2604
H 10.3652 23.5375 0.0655 -0.0902
C 12.3554 32.1062 0.9052 -0.8898
O 13.5247 22.9946 7.9769 -0.0028
C 1.7287 21.2884 7.5356 -0.9648
C 1.1216 24.1673 4.1823 -0.1017
O 12.5461 20.9378 9.0143 -0.7867
H 5.5414 21.7448 6.8107 -1.1429
H 12.5075 24.9169 6.0760 -0.6882
C 13.6587 22.8315 3.6896 -0.7028
H 10.5763 22.7966 2.2585 -0.1173
C 12.5763 23.7072 1.7524 0.4776
H 17.3746 27.9105 2.6322 0.3295
H 9.5033 31.0470 5.2675 0.3782
O 6.3941 24.4405 7.8614 -0.6089
O 10.4210 25.6414 3.8061 1.1619
C 3.6824 21.2726 8.8068 -1.1059
O 4.9670 21.3001 1.6783 -0.5494
H 12.6439 32.6514 1.8073 0.2969
H 9.7710 25.5796 0.8530 -0.6511
H 6.3110 27.0612 7.4687 0.1781
C 15.7913 23.5834 8.4856 -1.2371
O 3.1317 21.4343 7.5304 0.0900
O 11.4942 22.0187 7.0421 -0.6559
C 12.1056 29.8571 1.4229 0.8353
H 13.5665 29.0031 5.6131 0.3885
C 8.5438 29.1466 4.6850 0.8957
H 9.1440 20.9136 7.5128 -0.4146
C 8.5649 16.2128 4.5020 -1.3665
C 5.8958 21.2598 10.0974 -1.2941
H 15.4587 27.8638 0.2368 0.3286
H 1.3499 24.2437 3.1176 0.2438
H 12.1832 29.8683 2.5162 -0.4683
H 7.9479 17.3733 6.2540 0.2773
H 10.4821 31.9902 -0.0994 0.3579
S 12.1776 22.1320 8.2896 1.0394
H 1.2123 25.1623 4.6219 0.3119
H 6.6847 23.9923 3.9677 0.8317
H 5.6672 22.8852 7.9593 0.7061
C 12.6798 25.9436 6.4143 0.6066
S 4.8465 19.8063 2.2685 1.2071
H 7.1306 28.5438 7.8037 0.5420
H 14.1183 23.5285 9.8812 0.2782
H 7.9863 27.2483 6.8465 -0.2588
H 12.2902 28.8206 1.1328 -0.1702
H 8.3934 25.8643 3.3210 0.7498
O 14.2675 28.0066 2.8013 0.1788
N 5.8347 21.8543 7.7809 2.1125
H 11.9040 21.6426 4.2735 0.5685
C -0.2439 23.5405 4.3779 -1.2525
H 9.9436 27.5579 -0.6341 0.2794
H 8.7394 30.9925 3.6226 0.4173
O 4.9912 28.9878 5.8617 -0.6986
H 5.7681 22.2928 10.4281 0.3382
H 7.4922 23.4732 1.4723 -0.0042
H 10.2971 19.8220 6.6707 0.5009
H 9.2635 23.6424 -1.3230 0.2848
C 9.0445 25.5904 4.1603 -0.0385
O 3.8641 24.5061 3.6008 -0.7896
C 5.1639 20.9630 8.7799 0.4357
N 9.4577 23.7587 5.7805 3.5422
H 5.7121 20.5555 10.9077 0.4887
H 9.2995 24.5396 6.4971 -0.3672
H 8.2262 16.2009 3.4636 0.3125
S 6.2325 28.3161 5.5764 1.0215
C 4.3065 20.0845 3.9424 -0.2105
S 8.2140 19.9937 5.4720 1.3390
H 12.1720 24.7126 1.9113 -0.7310
O 8.2676 22.8292 7.9103 -1.0403
P 7.8331 24.2544 8.4320 -0.2623
H 9.2327 26.5920 -1.9919 0.3594
C 11.2586 26.0335 -1.3374 0.3698
H 14.6112 26.7947 5.9103 0.6635
H 6.9955 23.2222 5.5118 -0.6469
H 13.8098 26.5349 1.4205 -0.6387
H 8.9051 19.2139 7.6126 0.5213
H 16.1865 23.0161 7.6458 0.3001
H 3.0832 24.3118 7.0661 0.1402
H 9.6457 16.3240 4.4718 0.3144
H 14.7067 21.9558 9.3511 0.4271
H 1.4035 20.2864 7.8356 0.3590
H 1.2906 21.9589 8.2839 0.4104
H 16.5532 23.5802 9.2693 0.4263
C 13.5851 26.7676 5.5387 0.1135
H 3.4248 20.7195 3.9975 0.0612
H 12.7136 23.5081 0.6895 0.5962
C 10.8248 26.8961 3.3239 0.0851
H 6.7598 22.4236 0.1832 0.4690
H 10.3938 32.2017 1.7447 0.1782
C 14.5160 22.9783 9.0268 -0.3941
H 6.9703 21.2214 9.8994 0.1543
H 13.0490 25.7205 7.4194 0.1982
H 14.1038 30.6977 1.0198 0.2617
C 14.6579 26.9000 1.9994 0.3256
C 8.7362 24.1462 4.5338 1.1813
C 9.9990 24.1902 -0.7282 -0.1269
C 7.0485 27.7574 7.0567 -0.2650
H -0.2264 22.4966 4.0566 0.2875
H 11.7431 23.4607 10.2348 0.6027
O 7.2341 29.5329 5.1237 -0.5429
O 11.1038 24.6253 -1.5225 -0.5224
C 3.5772 24.8301 6.2454 -0.2794
O 6.8594 19.8916 5.9679 -0.7079
H 12.9962 30.5882 -0.3753 0.2806
S 3.6162 23.7602 4.8070 0.9149
H 10.2456 22.8499 9.5219 0.0150
H 3.0902 25.7639 5.9835 0.5955
H 6.8792 21.9253 7.8872 -0.4013
C 10.8593 31.7220 0.8847 -0.4350
H 10.4646 23.6843 5.6845 -0.7985
C 9.3674 25.4614 -0.1568 0.5907
H 13.6437 26.3515 4.5298 -0.8331
H 10.5846 26.5275 5.8691 -0.6406
```

This record from the OMol25 dataset describes a cluster of 16 separate species, C43H107N11O16S5 in total in a non-equilibrium geometry. The level of theory is ωB97M-V/def2-TZVPD.

Properties
HOMO = -8.427 eV
DFT total energy = -5499.717134 Eh
Total charge = 0
Orbital gap = 7.999 eV
Multiplicity = 1
LUMO = -0.0157 Eh

```
182
Properties=species:S:1:pos:R:3:mulliken_charge:R:1
N -0.0482 3.2980 4.3749 0.2259
H -1.4256 -2.9954 1.8923 0.1709
O 5.1286 0.9206 -3.2441 -0.7574
S 5.5593 2.3390 -2.9512 0.3221
C 5.9082 -0.0730 -0.1293 -0.2381
H -5.7941 -5.0915 1.3068 0.4081
O 4.2839 -4.1819 -1.4791 -0.7481
H 3.9284 -1.9594 -4.7636 0.2056
H 2.7367 -5.8153 0.2057 0.3375
H -2.1297 1.2090 3.4467 -0.7457
H -1.5654 -0.5909 1.0702 -0.3113
H 3.0204 3.9341 3.0570 0.3742
H -1.3340 -5.9146 0.8740 0.0717
C -1.0417 1.2577 3.5269 1.3960
S 2.9489 5.0033 0.8565 0.7411
H -0.3648 4.8241 5.8436 0.2966
H -1.9744 5.0324 -3.5004 0.4285
H 0.9008 -8.0577 0.5484 0.1763
N -0.4755 0.4787 -0.4059 1.5225
H 2.7618 0.0531 -0.0787 -0.1930
C 2.4622 -4.8018 0.4830 -0.7723
C -3.8349 1.2516 -2.6819 -0.6672
H 1.7003 -0.8732 4.2221 0.4134
H -6.0127 -0.3379 6.4603 0.2947
H 5.2805 4.2889 -4.5217 0.3964
H -3.8233 0.2038 -2.3711 0.2322
S -3.3365 4.7895 0.5924 0.6123
H -0.9133 -0.8713 -4.8205 0.1020
H -4.8310 4.9661 2.5399 0.2799
H 2.3300 0.6809 4.6487 0.3661
H 3.4877 6.2644 2.7757 0.3360
C 5.4888 3.2166 -4.5371 -0.9564
H 0.1822 -6.4155 5.4655 0.3368
H 2.7442 -1.7257 -6.0868 0.3607
H 4.7792 6.4991 1.5658 0.3809
H -1.3530 6.9591 -2.0609 0.3319
H -6.1528 1.7511 3.8418 0.2540
H -3.2862 -0.3835 -6.3679 0.2297
C 3.4242 3.7290 2.0673 -0.7715
C -6.1458 1.7726 -2.0471 0.6627
N 6.0783 -0.9794 -1.2545 0.3467
H -7.2164 2.1021 -0.3278 0.1799
H -4.0928 -4.9921 0.7015 -0.0615
O -6.6123 0.9769 -2.8456 -0.6707
C -2.8490 -1.3783 -6.3389 -1.1501
H 0.2516 -6.7751 3.7763 0.1354
C -5.0858 -4.5391 0.6918 -0.7431
H 1.7106 -6.2652 4.6676 0.3031
C -1.3440 -4.8316 -0.9888 -0.9719
H 7.0180 -4.0552 -2.2448 0.3125
C -2.6606 -1.8440 -4.8970 0.6948
H -0.7278 0.2251 3.6687 -0.0636
H 3.0524 2.7976 1.6477 -0.1368
H 0.2260 5.1503 -0.4670 -0.1773
H 3.5606 -2.8023 3.2376 0.5289
H 0.3916 3.4110 3.4782 0.0270
N -1.0661 -5.9272 -0.0894 0.2140
H -5.0169 1.1483 6.7943 0.2688
H 1.8658 1.8370 -3.3740 -0.3560
H -5.2948 6.0486 1.2066 0.3917
N -5.4314 1.0658 3.7087 0.0394
H 0.0878 -2.3492 2.5720 0.2362
H -3.9272 6.4280 2.2563 0.4426
O 0.8517 -0.1573 -5.7871 -0.7541
H -4.2189 -2.5210 3.6089 -0.1317
H -0.1175 7.3770 -0.9294 0.3084
H 6.8946 0.3045 0.1381 0.4411
H 3.4139 0.2845 -4.0104 -0.2029
N -0.2699 -4.3969 3.0358 -0.0116
C 6.6773 -2.1840 -1.2030 0.7710
C 3.4797 -1.2434 -5.4491 -0.9003
C 4.1383 3.1564 -2.1332 -0.4636
H -0.7926 -3.9468 -0.6493 -0.0981
H -0.9560 -4.9273 -1.9974 0.5113
H 1.1828 4.8666 4.9142 0.3028
H -3.1964 -3.8641 2.9618 -0.1243
H -4.0752 1.6929 2.1965 -0.1689
O -3.9935 -0.3411 4.7203 -0.5845
O 0.6395 -1.4745 -0.3173 -0.2806
H 4.2575 -0.7818 -6.0602 0.3141
H 3.3831 3.4546 -2.8586 0.2941
C -1.1719 -1.8275 -2.9572 1.1097
C 0.6385 -0.2523 -0.4421 0.2468
H -0.8143 -5.1500 2.6553 0.1359
H -1.7433 -1.1613 -2.2981 -0.7700
H -1.6508 5.5905 2.0594 0.4987
C -7.0111 2.7147 -1.2143 -0.8933
H -2.8597 1.6328 -2.3641 -0.1197
H 1.9011 1.5348 -0.5117 -0.4007
O -3.9045 3.4201 0.3322 -0.5759
H -0.4759 -9.1422 0.2419 0.3733
C 2.8429 -2.6375 -2.6179 -0.2442
H 4.4374 4.0615 -1.5981 0.7657
H -6.6126 1.2004 6.0021 0.3887
S 4.1163 -0.4646 3.7300 0.2059
H 4.6101 2.7827 -5.0262 0.2222
O 7.2655 -2.5872 -0.2061 -0.6989
H 1.5633 -4.8050 1.1006 0.1699
H 3.3605 -1.7071 -2.3778 -0.2457
C -1.1195 4.3533 -3.4392 -1.4324
C -0.6705 2.1367 4.6986 0.1306
N -0.2066 5.3179 -1.3835 0.8513
H 6.3502 3.0906 -5.1883 0.3604
C -1.7176 -0.0130 0.1590 -0.0541
C 0.4266 4.2391 5.3836 -1.0416
O 1.4539 5.1789 0.9027 -0.8890
C -0.7323 -3.0416 2.7331 -1.2972
C -0.6188 -7.1398 -0.5537 0.7353
H -2.1713 3.9933 2.5473 0.3567
H 1.8994 0.2892 2.9653 -0.0475
O -0.3936 -7.3351 -1.7307 -0.6281
N -4.8087 2.0331 -1.9552 0.0744
C -4.4566 5.6181 1.7495 -1.1551
H 0.3210 6.9113 -2.6144 0.3443
H 6.9842 -2.7213 -3.3191 0.3244
C 1.6061 0.3112 -4.9457 0.4190
H 2.1608 0.3369 -1.7490 -0.5542
S -4.8689 -2.8701 1.4296 0.3517
H -3.5243 -2.1317 -6.7360 0.3607
N 2.1971 -3.9726 -0.6814 0.2144
O 4.6615 0.5740 2.7806 -0.5167
C 3.9733 -1.9524 2.7016 -0.7004
C -0.1834 -8.1313 0.5122 -0.9995
H -0.1318 -1.6497 -2.6876 -1.0038
C 3.7017 6.4522 1.7219 -1.1920
H 1.7846 -2.4198 -2.7446 0.0333
H 1.2718 2.3745 -4.9674 0.4484
H -1.5845 3.4205 -3.7538 0.2337
H -5.4482 0.9868 1.5381 0.3663
C -1.9056 4.6000 1.6775 -0.5710
H 0.9481 3.6510 6.1433 0.3412
H -5.4212 -4.5274 -0.3426 0.3632
H 5.2534 0.7563 -0.3898 -0.1951
H -2.1844 -0.6973 -0.5549 0.1990
C -4.1887 -3.4244 2.9966 -0.1663
H -2.3885 -4.5225 -0.9991 0.3549
H 5.6700 -0.6307 -2.1072 0.0944
H -4.5298 2.6725 -1.2134 0.2509
H 3.3100 7.4395 1.4864 0.3442
C 0.3638 -4.6519 4.2152 0.6765
C -4.8161 0.9186 2.4259 -0.3331
H -1.4672 -2.8258 -2.6387 0.3919
C -0.3305 6.7124 -1.7613 -1.1723
H -0.6872 -7.8779 1.4479 0.2875
N -1.4745 -1.5588 -4.3381 0.2932
H 5.4763 -3.3189 -2.5384 0.0774
H 5.3923 -0.6583 0.6282 -0.2603
C -0.5073 4.2073 -2.0667 0.3672
C 0.6443 -6.0912 4.5320 -1.0245
H 1.4037 -3.3636 -0.5574 -0.1140
H -0.6487 1.6498 2.5867 -0.1974
H -1.0262 4.1463 1.2265 -0.3017
H -1.3564 -2.7177 3.5703 0.8267
H -4.0396 1.3504 -3.7475 0.4896
N 2.8359 -0.1701 -4.7053 0.5176
O -0.2181 3.0971 -1.6111 -0.7836
H 0.1928 1.5531 -3.8945 -0.2846
C -5.6824 0.6372 6.1035 -1.1758
C -4.9516 0.4100 4.8041 0.6006
H 3.2089 -4.2763 1.0846 0.1612
H 4.5128 3.7817 2.0767 0.5927
H -7.9547 2.9449 -1.6953 0.3904
H 4.9760 -2.1205 2.3025 0.4853
H 3.7160 2.5551 -1.3284 -0.4107
C 1.9524 0.4553 -0.6809 1.1808
H -0.3194 4.6801 -4.1046 0.3510
H -1.8850 -1.4448 -6.8414 0.2704
O -0.8016 1.7870 5.8563 -0.6795
H -0.5055 1.3989 -0.8239 -0.1752
H -2.4619 0.7547 0.3671 -0.0121
O -3.5016 -2.5594 -4.3676 -0.6557
O 0.6453 -3.7417 4.9771 -0.6025
H -4.8180 -4.1720 3.4848 0.5398
H -4.2832 -0.0275 2.3455 -0.0717
C 3.1840 -3.6597 -1.5494 0.3256
H 3.2293 -3.0439 -3.5527 0.5644
O -3.7457 -2.1799 0.6865 -0.4879
H 3.4017 -1.7142 1.8003 -0.1626
H -6.4372 3.5934 -0.9359 0.1207
C 1.2305 1.5780 -4.2190 0.3860
C 6.5361 -3.0922 -2.3928 -0.8398
C 2.3772 -0.0883 3.8725 -0.5475
```